# 1
{
  "formula": "C5H13NO",
  "method": "ωB97M-V/def2-TZVPD",
  "smiles": "CCC/C=C/N.O",
  "orbital_gap_ev": 9.14,
  "species": ["C", "C", "C", "C", "C", "N", "H", "H", "H", "H", "H", "H", "H", "H", "H", "H", "H", "H", "H", "O"],
  "coordinates": [[0.6808, 2.2467, -1.3431], [-0.3014, 2.0636, -0.1801], [-1.2655, 0.8981, -0.3678], [-0.5538, -0.4385, -0.3106], [-1.1267, -1.5424, 0.1777], [-0.4838, -2.7536, 0.4054], [1.3072, 3.1268, -1.1622], [0.0951, 2.5004, -2.2293], [1.3168, 1.3928, -1.5762], [0.2114, 1.9279, 0.7806], [-0.8541, 3.0074, -0.0959], [-2.0296, 0.9545, 0.4076], [-1.7653, 0.9884, -1.3318], [0.4574, -0.4740, -0.7288], [-2.1825, -1.5441, 0.4334], [0.4435, -2.8620, 0.0292], [-1.0519, -3.5787, 0.3405], [1.8755, -1.3052, 1.5982], [1.6669, 0.1613, 1.2961], [2.3724, -0.4872, 1.4484]],
  "mulliken_charge": [-1.10, -0.51, -0.55, -0.35, -0.32, -0.45, 0.33, 0.31, 0.30, 0.27, 0.32, 0.35, 0.28, 0.38, 0.33, 0.21, 0.21, 0.31, 0.35, -0.68]
}

***

# 2
{
  "formula": "C5H13FGaN2O6S",
  "method": "ωB97M-V/def2-TZVPD",
  "charge": -1,
  "orbital_gap_ev": 9.27,
  "species": ["C", "C", "O", "C", "N", "C", "C", "O", "Ga", "O", "N", "O", "S", "O", "O", "F", "H", "H", "H", "H", "H", "H", "H", "H", "H", "H", "H", "H", "H"],
  "coordinates": [[0.2537, 2.3403, 1.2122], [-0.8519, 2.5294, 0.1686], [-2.0803, 1.9454, 0.5876], [-0.3992, 2.0072, -1.2279], [-1.3988, 1.2399, -1.9738], [-1.2567, -0.2264, -1.8765], [-0.9122, -0.7543, -0.4943], [-0.8639, -2.1691, -0.5597], [0.4243, -2.9031, 0.4891], [0.1819, -2.1322, 2.2048], [1.0481, -2.5321, 3.1507], [0.5157, -2.7701, 4.1876], [2.5183, -2.0103, -0.2478], [3.4535, -1.8526, 0.8372], [2.3636, -0.9033, -1.1656], [3.1840, -3.1769, -1.1701], [-0.1685, 2.2584, 2.2173], [0.8472, 1.4472, 1.0122], [0.9230, 3.2024, 1.2128], [-1.0347, 3.6060, 0.0750], [-1.9464, 1.5567, 1.4592], [0.5541, 1.4720, -1.1296], [-0.1858, 2.8971, -1.8275], [-1.2452, 1.4755, -2.9442], [-2.2147, -0.6836, -2.1425], [-0.5153, -0.6136, -2.5879], [0.0552, -0.3498, -0.1741], [-1.6647, -0.4365, 0.2305], [0.4161, -4.4637, 0.4767]],
  "mulliken_charge": [-1.35, 0.42, -0.54, -0.82, -0.42, -0.80, 0.53, -0.41, 0.52, -0.27, 0.27, -0.43, 0.90, -0.60, -0.57, -0.30, 0.41, 0.25, 0.33, 0.34, 0.32, 0.30, 0.43, 0.29, 0.27, 0.29, -0.25, 0.18, -0.28]
}

***

# 3
{
  "formula": "C12H20NOP",
  "method": "ωB97M-V/def2-TZVPD",
  "smiles": "CCCc1ccc(C[P@](C)(O)=NC)cc1",
  "orbital_gap_ev": 8.79,
  "species": ["C", "C", "C", "C", "C", "C", "C", "C", "C", "C", "C", "C", "N", "O", "P", "H", "H", "H", "H", "H", "H", "H", "H", "H", "H", "H", "H", "H", "H", "H", "H", "H", "H", "H", "H"],
  "coordinates": [[1.3681, -0.6025, -0.8606], [1.7861, 0.0136, 1.3869], [0.9574, 0.6554, -1.1778], [1.3872, 1.3321, 1.1086], [1.7241, -0.9809, 0.4717], [0.8909, 1.5955, -0.1683], [0.9137, -4.5279, 1.7860], [-2.9571, 1.3293, -1.2286], [-1.9413, 5.1417, -1.1951], [2.0466, -2.4197, 0.8875], [0.4573, 2.9761, -0.5582], [0.7114, -3.1980, 1.0573], [-2.3170, 2.0021, -0.1789], [-1.2111, 3.7332, 1.3646], [-1.3790, 3.2489, -0.1186], [1.6467, -1.1915, -1.7511], [2.0534, -0.1968, 2.3848], [0.8179, 0.8272, -2.1852], [1.3251, 2.0540, 1.9860], [1.2774, -5.2011, 0.9843], [1.6171, -4.4359, 2.6287], [0.0268, -4.9104, 2.1178], [-3.4622, 1.9443, -1.9758], [-3.7875, 0.7410, -0.8034], [-2.1715, 0.6537, -1.9154], [-1.0785, 5.8338, -1.2120], [-2.2706, 4.9406, -2.1217], [-2.6534, 5.4894, -0.4599], [2.6584, -2.8289, 0.1064], [2.5321, -2.5416, 1.8232], [0.9875, 3.7850, 0.0137], [0.2541, 3.3039, -1.5942], [0.0179, -2.4821, 1.6839], [-0.0006, -3.4712, 0.2060], [-1.9376, 3.5147, 1.9659]],
  "mulliken_charge": [-0.53, -0.44, -0.87, -0.43, 0.52, 0.77, -1.29, -0.71, -1.17, -1.15, -1.16, -0.20, -0.38, -0.53, 0.69, 0.27, 0.36, 0.56, 0.27, 0.29, 0.34, 0.42, 0.26, 0.30, 0.14, 0.33, 0.40, 0.37, 0.39, 0.39, 0.40, 0.45, 0.31, 0.29, 0.33]
}

***

# 4
{
  "formula": "H3O6",
  "method": "ωB97M-V/def2-TZVPD",
  "charge": 1,
  "orbital_gap_ev": 11.33,
  "species": ["O", "O", "O", "O", "O", "O", "H", "H", "H"],
  "coordinates": [[-0.6083, 1.0584, 1.6801], [1.1328, -1.0379, -1.4915], [-0.8629, -0.7756, -0.5258], [0.2461, 1.4970, 0.7340], [0.9324, 0.3070, 0.2533], [0.2398, -0.1105, -0.9501], [-0.2645, 1.3123, 2.5563], [0.8536, -2.0012, -1.2672], [-1.6688, -0.2494, -0.9891]],
  "mulliken_charge": [-0.22, -0.24, -0.27, 0.01, 0.08, 0.36, 0.38, 0.44, 0.45]
}

***

# 5
{
  "formula": "C18H20B2F4N8O6RhS2",
  "method": "ωB97M-V/def2-TZVPD",
  "spin_multiplicity": 5,
  "charge": 1,
  "orbital_gap_ev": [5.60, 3.92],
  "s2": 6.061,
  "species": ["Rh", "C", "C", "N", "O", "B", "F", "F", "O", "N", "C", "C", "C", "N", "O", "B", "F", "F", "O", "N", "C", "C", "C", "H", "H", "H", "H", "H", "H", "H", "H", "H", "H", "H", "H", "N", "C", "C", "C", "C", "C", "C", "S", "O", "O", "N", "C", "S", "C", "C", "N", "H", "H", "H", "H", "H", "H", "H", "H", "N", "C"],
  "coordinates": [[0.1120, -0.0722, 0.1617], [3.4425, 0.5306, 2.6723], [2.4895, 0.2312, 1.5672], [1.1698, 0.2040, 1.7493], [0.6302, 0.3219, 2.9841], [-0.7247, 0.9839, 3.0237], [-1.1284, 0.8880, 4.3430], [-0.6859, 2.2345, 2.5168], [-1.8475, 0.1760, 2.2787], [-1.6398, -0.1235, 1.0148], [-2.6366, -0.5091, 0.2346], [-4.0442, -0.5711, 0.7122], [-2.2318, -0.8543, -1.1049], [-0.9372, -0.6923, -1.3453], [-0.4032, -1.1229, -2.4609], [0.9814, -0.4474, -2.8643], [0.7428, 0.8777, -2.9864], [1.3494, -1.1504, -3.9646], [2.0944, -0.7014, -1.8553], [1.8824, -0.2469, -0.6078], [2.8955, -0.0355, 0.2258], [4.3165, -0.0709, -0.2231], [-3.1521, -1.3447, -2.1633], [2.9014, 0.8950, 3.5408], [4.1610, 1.2896, 2.3626], [4.0081, -0.3603, 2.9540], [-4.1174, -0.1650, 1.7160], [-4.3971, -1.6043, 0.7282], [-4.6936, -0.0023, 0.0458], [4.3610, -0.0961, -1.3083], [4.8345, -0.9505, 0.1648], [4.8496, 0.8107, 0.1331], [-4.1036, -1.6595, -1.7439], [-2.6939, -2.1713, -2.7051], [-3.3338, -0.5480, -2.8886], [0.2700, -2.0979, 8.1959], [-0.2067, -2.5192, 7.0367], [-0.1443, -3.9144, 6.7036], [-0.6430, -4.3398, 5.5075], [-1.2033, -3.3957, 4.6318], [-1.2845, -2.0272, 4.9430], [-0.7853, -1.5785, 6.1243], [-1.9174, -3.9173, 3.0769], [-1.6245, -5.3136, 2.9287], [-3.2583, -3.4342, 3.0884], [-1.0579, -2.9748, 2.0711], [-0.2681, -3.4508, 1.1646], [0.0163, -5.1692, 0.7357], [1.0422, -4.6631, -0.4921], [1.1366, -3.2620, -0.5487], [0.4316, -2.6010, 0.3488], [0.6751, -2.7351, 8.8669], [0.2273, -1.1216, 8.4534], [0.2957, -4.6080, 7.4085], [-0.6196, -5.3829, 5.2223], [-1.7382, -1.3355, 4.2516], [-0.8272, -0.5262, 6.3781], [1.5418, -5.3587, -1.1480], [1.7275, -2.7180, -1.2751], [-0.2020, 2.9296, -0.5462], [-0.0931, 1.8159, -0.2726]],
  "mulliken_charge": [0.30, -1.80, 0.62, 0.61, -0.47, 0.71, -0.36, -0.29, -0.59, 0.85, 0.41, -2.01, 0.42, 0.71, -0.54, 0.78, -0.29, -0.35, -0.56, 0.47, 0.36, -1.79, -1.69, 0.39, 0.41, 0.32, 0.37, 0.40, 0.48, 0.41, 0.31, 0.43, 0.45, 0.39, 0.32, -0.31, 1.16, -0.64, -0.56, 0.10, -0.73, -0.55, 1.25, -0.72, -0.63, -0.02, 0.06, -0.02, -0.52, -0.59, 0.61, 0.25, 0.26, 0.36, 0.55, 0.52, 0.41, 0.46, 0.56, -0.77, 0.36]
}

***

# 6
{
  "formula": "CH4OS3",
  "method": "ωB97M-V/def2-TZVPD",
  "smiles": "CS[S@H](=O)=S",
  "orbital_gap_ev": 9.12,
  "species": ["C", "O", "S", "S", "S", "H", "H", "H", "H"],
  "coordinates": [[-1.3213, -0.0945, -0.6024], [0.6735, 1.2064, 0.6787], [-0.2888, -1.3825, -0.0325], [2.9766, 0.0034, -0.4298], [1.3063, -0.0557, 0.4991], [-1.1498, 0.9500, -0.0337], [-2.4019, -0.2321, -0.3872], [-1.1968, 0.0801, -1.6122], [1.4022, -0.4750, 1.9200]],
  "mulliken_charge": [-0.80, -0.56, -0.08, -0.26, 0.49, 0.30, 0.35, 0.36, 0.20]
}

***

# 7
{
  "formula": "C37H39Cl2N8O7S3Ta",
  "method": "ωB97M-V/def2-TZVPD",
  "charge": 2,
  "orbital_gap_ev": 5.99,
  "species": ["Ta", "S", "C", "N", "N", "C", "C", "C", "C", "C", "C", "N", "N", "C", "C", "C", "C", "C", "C", "H", "H", "H", "H", "H", "H", "H", "H", "H", "H", "H", "O", "C", "O", "C", "C", "N", "N", "C", "C", "O", "O", "H", "H", "H", "Cl", "C", "C", "C", "C", "C", "Cl", "C", "S", "H", "H", "H", "C", "C", "C", "S", "O", "C", "C", "C", "H", "H", "H", "H", "H", "H", "H", "H", "H", "H", "H", "H", "H", "H", "O", "C", "N", "C", "O", "C", "C", "C", "C", "N", "C", "H", "H", "H", "H", "H", "H", "H", "H"],
  "coordinates": [[-0.3028, 0.8583, 0.1151], [0.0415, -1.2067, -1.0251], [-1.4564, -2.0135, -0.6761], [-1.9685, -3.0050, -1.3740], [-1.4184, -3.3748, -2.4658], [-1.9307, -4.4529, -3.2422], [-1.2145, -4.7985, -4.3791], [-1.6813, -5.8362, -5.1704], [-2.8440, -6.5062, -4.8165], [-3.5426, -6.1407, -3.6708], [-3.0933, -5.1063, -2.8679], [-2.1725, -1.6811, 0.4120], [-1.7739, -0.6375, 1.0358], [-2.4394, -0.5034, 2.3217], [-2.6729, -1.6675, 3.0466], [-3.2861, -1.5896, 4.2866], [-3.6649, -0.3596, 4.8071], [-3.4279, 0.7974, 4.0807], [-2.8123, 0.7300, 2.8377], [-0.5974, -2.8800, -2.8316], [-0.3077, -4.2721, -4.6434], [-1.1360, -6.1186, -6.0583], [-3.2071, -7.3145, -5.4320], [-4.4461, -6.6654, -3.3981], [-3.6255, -4.8172, -1.9757], [-2.3769, -2.6242, 2.6418], [-3.4714, -2.4959, 4.8452], [-4.1471, -0.3049, 5.7724], [-3.7369, 1.7577, 4.4698], [-2.6731, 1.6360, 2.2704], [0.0063, 3.3368, -5.8292], [-1.1225, 2.6405, -5.9552], [-1.8003, 2.6957, -6.9400], [-1.5460, 1.7525, -4.8223], [-2.6820, 0.9769, -4.9388], [-2.8133, 0.2896, -3.7885], [-1.8503, 0.5589, -2.9121], [-1.0694, 1.4493, -3.5233], [0.0977, 2.0019, -2.8322], [0.9253, 2.7269, -3.3330], [0.2162, 1.6590, -1.5372], [0.4443, 3.1582, -4.9688], [-3.3719, 0.8938, -5.7567], [-3.5505, -0.3541, -3.5399], [0.0216, 3.3229, 1.0792], [-1.5604, 4.0919, 1.2231], [-1.6380, 5.2820, 1.9164], [-2.8860, 5.8836, 2.0069], [-3.9908, 5.2885, 1.4160], [-3.8659, 4.0901, 0.7311], [-5.2656, 3.3884, 0.0128], [-2.6263, 3.4473, 0.6143], [-2.5010, 1.9198, -0.2414], [-0.7620, 5.7282, 2.3589], [-2.9958, 6.8167, 2.5367], [-4.9638, 5.7511, 1.4819], [5.0924, 1.4762, -2.8930], [4.3402, 0.2383, -2.4336], [3.9906, 0.2809, -0.9507], [2.8715, 1.6686, -0.6414], [1.8141, 1.0650, 0.3635], [3.8389, 2.7867, 0.3989], [3.8270, 2.4639, 1.8886], [4.5505, 1.1837, 2.2732], [5.4040, 1.3791, -3.9294], [5.9887, 1.6363, -2.2940], [4.4741, 2.3725, -2.8340], [4.9458, -0.6558, -2.5955], [3.4266, 0.1099, -3.0170], [4.8724, 0.3893, -0.3223], [3.4265, -0.5920, -0.6176], [3.4352, 3.7780, 0.1950], [4.8410, 2.7424, -0.0297], [2.7923, 2.4315, 2.2406], [4.2927, 3.3222, 2.3813], [4.0703, 0.3014, 1.8479], [4.5548, 1.0494, 3.3533], [5.5908, 1.1969, 1.9458], [1.7048, -3.6456, 1.2077], [1.5306, -3.8498, 2.5986], [2.6193, -3.3658, 3.3939], [2.8894, -2.0805, 3.7627], [3.9024, -1.7918, 4.3538], [1.8494, -0.9961, 3.5937], [1.6279, -0.1881, 4.7078], [0.7630, 0.8783, 4.5999], [0.1863, 1.1449, 3.3706], [0.4222, 0.4055, 2.2816], [1.2331, -0.6652, 2.4021], [2.3666, -4.2708, 0.8851], [1.4053, -4.9134, 2.8124], [0.6072, -3.3325, 2.8674], [3.3770, -4.0013, 3.6120], [2.1372, -0.4126, 5.6347], [0.5422, 1.5146, 5.4435], [-0.4709, 1.9899, 3.2584], [1.4030, -1.2477, 1.5097]],
  "mulliken_charge": [0.94, -0.73, 0.46, -0.47, 0.55, 0.69, -0.40, -0.65, -0.54, -0.58, -0.39, -1.04, 0.95, 0.61, -0.42, -0.84, -0.60, -0.80, -0.41, 0.25, 0.37, 0.39, 0.41, 0.40, 0.43, 0.54, 0.44, 0.45, 0.50, 0.27, -0.52, 0.45, -0.55, 0.08, -0.64, -0.37, 0.31, 0.12, 0.86, -0.89, 0.16, 0.44, 0.59, 0.18, 0.11, 0.62, -0.75, -0.57, -0.72, 0.22, -0.17, -0.12, -0.27, 0.53, 0.43, 0.48, -1.26, -0.36, -0.72, 0.26, -0.01, -1.16, 0.12, -1.01, 0.42, 0.32, 0.34, 0.45, 0.23, 0.59, 0.20, 0.48, 0.61, -0.15, 0.60, -0.02, 0.41, 0.42, -0.42, -0.64, -0.07, -0.10, -0.61, 0.40, -0.77, -1.41, -0.37, 1.32, -0.30, 0.28, 0.47, 0.35, 0.31, 0.56, 0.58, 0.33, 0.50]
}

***

# 8
{
  "formula": "C4H11OS",
  "method": "ωB97M-V/def2-TZVPD",
  "charge": -1,
  "orbital_gap_ev": 6.07,
  "species": ["C", "O", "C", "H", "H", "H", "H", "H", "C", "S", "C", "H", "H", "H", "H", "H", "H"],
  "coordinates": [[0.9672, 0.5475, -2.1519], [1.7824, 0.4533, -1.0695], [0.4348, -0.8188, -2.6449], [1.4937, 1.0227, -3.0153], [0.0730, 1.1979, -1.9500], [-0.0129, -0.7638, -3.6422], [-0.3167, -1.1475, -1.9196], [1.2703, -1.5208, -2.6132], [-1.3102, -0.6289, 3.0268], [0.3814, -0.3443, 2.5350], [0.0992, 0.8772, 1.1753], [-1.9244, -1.0665, 2.2385], [-1.8188, 0.2290, 3.4684], [-1.2232, -1.3963, 3.8091], [0.6806, 0.6180, 0.2177], [-0.9805, 0.8724, 1.0206], [0.4041, 1.8689, 1.5153]],
  "mulliken_charge": [-0.36, -0.92, -0.92, 0.31, 0.17, 0.33, 0.20, 0.24, -0.88, -0.13, -0.49, 0.30, 0.29, 0.26, 0.11, 0.23, 0.28]
}

***

Number 1: calculated total energy -8932.96050 eV. Number 2: calculated total energy -86590.02174 eV. Number 3: calculated total energy -25592.72040 eV. Number 4: calculated total energy -12310.94179 eV. Number 5: calculated total energy -80092.13700 eV. Number 6: calculated total energy -35652.61009 eV. Number 7: calculated total energy -124346.45089 eV. Number 8: calculated total energy -17208.42574 eV.